1.
{
  "formula": "C38H32F13N7O13P",
  "method": "ωB97M-V with the def2-TZVPD basis set",
  "spin_multiplicity": 1,
  "total_charge": 1,
  "fmax_ev_per_a": 6.48,
  "e_homo_ev": -10.90,
  "homo_lumo_gap_ev": 5.3,
  "species": ["C", "P", "O", "C", "C", "N", "C", "F", "F", "C", "F", "F", "C", "F", "F", "F", "C", "O", "C", "N", "C", "N", "C", "O", "C", "F", "F", "C", "F", "F", "C", "F", "F", "C", "O", "O", "H", "H", "H", "H", "H", "H", "H", "H", "H", "H", "H", "H", "C", "C", "C", "C", "C", "C", "N", "O", "O", "H", "H", "H", "H", "H", "C", "C", "C", "C", "C", "C", "N", "O", "O", "H", "H", "H", "H", "H", "C", "C", "C", "C", "C", "C", "N", "O", "O", "H", "H", "H", "H", "H", "C", "C", "C", "C", "C", "C", "N", "O", "O", "H", "H", "H", "H", "H"],
  "xyz": [[3.59678, 1.37822, 3.11498], [1.72160, 1.61750, 3.05975], [1.24645, 2.17917, 4.62265], [0.81026, -0.05029, 2.78239], [1.71254, -0.99685, 1.86460], [0.99959, -1.85141, 0.87595], [1.81230, -2.97379, 0.37853], [2.38980, -3.79698, 1.43247], [1.12476, -3.88115, -0.47913], [3.10836, -2.46050, -0.47607], [4.18027, -2.10983, 0.42576], [2.68278, -1.30864, -1.19635], [3.72015, -3.61669, -1.43274], [5.08642, -3.25370, -1.71804], [3.05923, -3.62920, -2.68297], [3.77884, -4.89002, -0.82738], [-0.38560, -2.23831, 1.26462], [-0.45521, -3.44804, 2.11409], [-0.28797, -3.12192, 3.47408], [-0.37359, -2.73698, 4.62477], [-1.31718, -1.04057, 1.78887], [-0.59704, 0.16488, 2.33235], [-0.76033, 1.32097, 1.34496], [-0.08514, 1.19967, 0.28315], [-1.75969, 2.53959, 1.63073], [-1.99289, 2.79972, 3.01289], [-3.04284, 2.12450, 1.09522], [-1.40198, 3.92189, 0.89018], [-2.54369, 4.77969, 1.09340], [-1.34461, 3.73204, -0.54034], [-0.01313, 4.60029, 1.31534], [0.20944, 4.62990, 2.73786], [1.10012, 3.85196, 0.78012], [0.19487, 6.11426, 0.79870], [1.38504, 6.46393, 0.55421], [-0.82783, 7.08614, 0.64402], [3.90245, 0.56413, 3.86335], [3.97637, 1.13582, 2.05944], [4.03855, 2.38052, 3.49475], [1.05357, 1.34310, 5.12974], [0.75718, -0.54319, 3.83176], [2.41956, -0.30184, 1.25885], [2.42236, -1.57512, 2.57964], [-0.88290, -2.59091, 0.27545], [-2.12412, -1.37223, 2.55336], [-1.93306, -0.66199, 0.87991], [-1.13614, 0.47458, 3.17833], [-1.11824, 7.44812, 1.51491], [-2.86716, 2.32809, -2.60824], [-2.60760, 1.65204, -3.79715], [-3.33740, 1.95236, -4.94286], [-4.32335, 2.93652, -4.88688], [-4.59286, 3.61152, -3.69736], [-3.85989, 3.30247, -2.55599], [-5.07743, 3.27402, -6.09668], [-4.82739, 2.64861, -7.11676], [-5.91297, 4.16646, -6.01763], [-2.29215, 2.09481, -1.71823], [-1.83325, 0.89229, -3.83140], [-3.12542, 1.41845, -5.86300], [-5.36171, 4.37515, -3.64421], [-4.05967, 3.82407, -1.62535], [-8.65762, 6.11309, -6.47226], [-8.70302, 4.72228, -6.44150], [-9.91045, 4.06954, -6.21219], [-11.06893, 4.82143, -6.01907], [-11.02816, 6.21462, -6.04129], [-9.81577, 6.85869, -6.26852], [-12.34690, 4.13821, -5.80223], [-12.34101, 2.91428, -5.77022], [-13.34773, 4.82932, -5.66927], [-7.71425, 6.61902, -6.65716], [-7.79692, 4.14698, -6.59965], [-9.93227, 2.98527, -6.19072], [-11.92364, 6.80723, -5.88722], [-9.77359, 7.94287, -6.29079], [10.27461, -2.78109, -0.46180], [10.71901, -2.03955, 0.62941], [9.82791, -1.67453, 1.63328], [8.49195, -2.06237, 1.53590], [8.03942, -2.79867, 0.44162], [8.93740, -3.15656, -0.55861], [7.55512, -1.70222, 2.60249], [7.98237, -1.03996, 3.53790], [6.39629, -2.08806, 2.49975], [10.97455, -3.06894, -1.24074], [11.76212, -1.74858, 0.69862], [10.18719, -1.09680, 2.47810], [7.00090, -3.10036, 0.35551], [8.59634, -3.73206, -1.41305], [1.53079, -6.01727, 2.99751], [0.94170, -6.20309, 4.24003], [1.57171, -6.97688, 5.20806], [2.80390, -7.56039, 4.91610], [3.39972, -7.38445, 3.66643], [2.75647, -6.60834, 2.70584], [3.48745, -8.35726, 5.93849], [2.92579, -8.50445, 7.01539], [4.58165, -8.82575, 5.65785], [1.03293, -5.40704, 2.25205], [-0.01513, -5.73858, 4.45661], [1.09769, -7.11113, 6.17447], [4.35611, -7.83821, 3.42917], [3.21216, -6.46153, 1.73185]],
  "forces_ev_per_angstrom": [[0.2, -0.7, 0.8], [-0.3, 2.2, 0.0], [0.1, -3.1, -1.3], [2.4, -2.0, 2.2], [1.9, 1.3, 0.1], [-1.1, -1.5, 1.2], [1.5, -1.4, -0.2], [-1.5, 2.0, -2.2], [0.9, 2.4, 2.1], [0.4, 0.9, 0.9], [-2.9, -0.5, -2.2], [1.4, -2.7, 1.4], [2.1, -0.3, -1.9], [-3.6, -0.9, 0.8], [1.4, -0.4, 3.5], [-0.6, 3.4, -1.6], [-0.5, -0.2, -2.1], [0.6, 1.9, 3.6], [-1.4, 1.2, 2.2], [0.8, -2.0, -6.1], [-1.6, -1.1, -1.3], [-1.5, 1.6, 1.1], [4.0, 0.1, -4.9], [-3.9, 0.8, 5.0], [-2.7, 0.1, 0.4], [1.0, -1.0, -3.1], [3.0, 0.6, 1.2], [-1.3, 0.8, -1.8], [3.2, -2.2, 0.0], [0.1, 0.3, 3.8], [2.2, 0.2, 0.5], [-1.1, -0.3, -3.1], [-3.3, 1.6, 1.1], [4.5, 3.3, -0.9], [-5.5, -2.2, 1.1], [1.0, -2.2, 1.1], [-0.2, 1.1, -1.2], [-0.5, 0.4, 1.6], [-0.9, -1.6, -0.8], [0.4, 1.4, 0.1], [-0.5, 0.4, -1.8], [-1.3, -1.2, 0.8], [-1.4, 0.8, -1.1], [0.8, 0.3, 1.9], [1.8, 0.2, -1.1], [1.2, -0.8, 1.5], [0.6, -0.4, -0.5], [0.2, -0.5, -0.7], [-0.1, -0.1, -0.1], [-0.2, 0.2, 0.1], [0.0, 0.0, -0.1], [0.5, -0.2, 0.8], [-0.1, 0.1, 0.0], [0.1, -0.2, -0.2], [-0.2, 0.0, -0.7], [-0.2, 0.4, 0.7], [0.9, -0.5, 0.1], [-0.1, 0.0, -0.2], [-0.1, 0.1, -0.1], [-0.2, 0.2, 0.0], [0.1, -0.1, -0.2], [0.0, 0.0, -0.1], [-0.1, 0.0, 0.0], [-0.3, 0.0, 0.0], [0.0, 0.0, 0.0], [0.8, 0.4, -0.1], [-0.1, 0.1, 0.0], [0.0, -0.3, 0.0], [-0.6, -0.3, 0.1], [0.0, 0.7, 0.0], [0.6, -0.4, -0.1], [-0.1, -0.1, 0.0], [-0.5, 0.2, 0.0], [-0.2, 0.2, 0.0], [0.0, -0.3, 0.0], [-0.1, -0.1, 0.0], [0.0, 0.0, 0.0], [-0.3, -0.1, 0.0], [0.0, 0.1, 0.1], [0.5, -0.2, -0.6], [-0.1, 0.0, 0.0], [0.1, 0.1, 0.2], [-0.1, 0.2, 0.5], [-0.4, -0.4, -0.6], [0.4, 0.2, 0.0], [-0.1, 0.0, 0.1], [-0.2, 0.0, 0.0], [-0.2, -0.1, 0.0], [0.1, 0.1, 0.2], [0.0, 0.1, 0.1], [0.0, -0.1, 0.0], [0.1, -0.1, 0.0], [0.0, 0.0, 0.1], [-0.4, 0.5, -0.7], [0.0, 0.0, 0.0], [-0.1, 0.0, 0.3], [0.4, -0.5, 0.6], [0.3, 0.2, -0.7], [-0.7, 0.3, 0.1], [0.1, -0.3, 0.1], [0.1, -0.1, 0.1], [0.3, -0.1, -0.1], [-0.1, 0.0, 0.2], [0.0, -0.1, 0.1]]
}

---

2.
{
  "formula": "C23H29ClLaN2PS",
  "method": "ωB97M-V with the def2-TZVPD basis set",
  "relative_energy_ev": 14.052,
  "spin_multiplicity": 1,
  "total_charge": 2,
  "fmax_ev_per_a": 13.64,
  "e_homo_ev": -14.33,
  "homo_lumo_gap_ev": 4.9,
  "species": ["La", "Cl", "P", "C", "C", "C", "C", "C", "C", "C", "C", "C", "C", "C", "C", "C", "C", "C", "C", "C", "C", "H", "H", "H", "H", "H", "H", "H", "H", "H", "H", "H", "H", "H", "H", "H", "H", "H", "C", "C", "N", "C", "S", "N", "C", "C", "H", "H", "H", "H", "H", "H", "H", "H", "H", "H", "H", "H"],
  "xyz": [[0.00000, 0.00000, 0.00000], [-0.13050, -2.35937, -0.39515], [2.28675, -0.00953, -0.18615], [3.14761, 0.71811, 1.25609], [3.92684, 1.87790, 1.16090], [4.55484, 2.39473, 2.29508], [4.41295, 1.75685, 3.52698], [3.63707, 0.59927, 3.62524], [3.00037, 0.08273, 2.49934], [3.02033, -1.67157, -0.35135], [2.69996, -2.41046, -1.49831], [3.24578, -3.67606, -1.69159], [4.10324, -4.22071, -0.73312], [4.41380, -3.49550, 0.41736], [3.87582, -2.22245, 0.60919], [2.99225, 0.91360, -1.60101], [2.12222, 1.47902, -2.54379], [2.62355, 2.22992, -3.60451], [4.00089, 2.41160, -3.74546], [4.87316, 1.84215, -2.81806], [4.37288, 1.09969, -1.74777], [2.00576, -1.99280, -2.22306], [2.98944, -4.24495, -2.58082], [4.51939, -5.21377, -0.87807], [5.07069, -3.92217, 1.17024], [4.11152, -1.66082, 1.50836], [4.04192, 2.37748, 0.20412], [5.15504, 3.29679, 2.21309], [4.90221, 2.16147, 4.40871], [3.52109, 0.10054, 4.58347], [2.38730, -0.81260, 2.57003], [1.05286, 1.31826, -2.44356], [1.93919, 2.66566, -4.32722], [4.39194, 2.98842, -4.57891], [5.94623, 1.97372, -2.92619], [5.05543, 0.65956, -1.02759], [0.14122, 1.11208, 1.06283], [0.00089, 1.41347, -0.62409], [-6.00413, -2.28011, 2.27872], [-5.69601, -0.86223, 1.82616], [-4.28871, -0.70865, 1.50590], [-3.78062, -0.13942, 0.29246], [-2.65938, 1.02346, 0.46797], [-4.42153, -0.23763, -0.98808], [-5.43466, -1.19613, -1.37979], [-6.69558, -0.46185, -1.83705], [-5.79136, -3.00788, 1.46937], [-7.07694, -2.35353, 2.55593], [-5.38933, -2.53803, 3.16868], [-6.35267, -0.56378, 0.99348], [-5.93919, -0.17024, 2.66203], [-3.64892, -0.75156, 2.31452], [-4.09227, 0.39672, -1.73303], [-5.04670, -1.79873, -2.22830], [-5.67142, -1.90766, -0.57248], [-6.46158, 0.20329, -2.69585], [-7.46636, -1.19501, -2.15503], [-7.11395, 0.16084, -1.01894]],
  "forces_ev_per_angstrom": [[-10.6, -8.6, -0.5], [-0.8, -2.1, -0.3], [13.0, 0.6, -1.1], [-0.7, 0.0, 0.1], [-0.1, 0.4, 0.2], [-0.1, -0.2, -0.2], [-0.2, -0.2, -0.2], [-0.1, -0.1, 0.0], [-0.2, 0.3, 0.3], [0.0, -0.6, 0.0], [0.2, -0.1, 0.0], [-0.1, 0.3, 0.1], [-0.1, 0.2, 0.1], [-0.1, 0.1, -0.2], [-0.1, 0.0, 0.1], [-0.4, 0.4, -0.5], [0.4, -0.1, 0.1], [0.0, 0.0, -0.1], [-0.3, -0.1, 0.2], [-0.2, -0.2, 0.2], [0.1, -0.1, -0.1], [0.2, -0.2, -0.1], [0.1, 0.1, 0.1], [-0.1, 0.2, 0.0], [-0.1, 0.1, -0.1], [0.1, -0.3, -0.3], [0.0, 0.0, 0.3], [-0.1, -0.2, 0.0], [-0.1, -0.1, -0.1], [0.0, 0.1, -0.2], [0.1, 0.0, 0.2], [-0.1, 0.2, -0.2], [0.1, -0.1, 0.1], [-0.1, -0.1, 0.1], [-0.2, -0.1, 0.0], [0.0, 0.0, -0.1], [0.9, 4.1, 5.6], [-0.1, 5.8, -3.7], [-0.3, -0.4, 0.1], [-1.0, -0.1, 0.6], [1.3, 0.7, -3.1], [-4.5, -1.8, -0.5], [2.4, 2.4, 0.3], [1.8, -0.3, 3.5], [-0.7, -0.6, -0.6], [-0.4, 0.1, -0.1], [-0.1, 0.3, 0.5], [0.7, -0.1, -0.1], [-0.4, 0.0, -0.6], [0.6, -0.1, 0.2], [0.2, -0.2, -0.5], [-0.4, 0.4, -1.1], [-0.1, -0.4, 1.1], [-0.1, 0.3, 0.5], [0.4, 0.4, -0.2], [-0.2, -0.4, 0.5], [0.5, 0.5, 0.1], [0.2, -0.3, -0.5]]
}

---

3.
{
  "formula": "C6H12N2",
  "method": "ωB97M-V with the def2-TZVPD basis set",
  "relative_energy_ev": 3.590,
  "spin_multiplicity": 1,
  "fmax_ev_per_a": 5.85,
  "e_homo_ev": -8.97,
  "smiles": "CN[C@H]1[C@H]2CCN[C@H]21",
  "homo_lumo_gap_ev": 10.0,
  "species": ["C", "N", "C", "C", "C", "C", "N", "C", "H", "H", "H", "H", "H", "H", "H", "H", "H", "H", "H", "H"],
  "xyz": [[-2.46881, 0.63129, -0.26139], [-1.49229, -0.44731, -0.77518], [-0.79605, -0.92908, 0.32134], [0.72375, -1.12374, 0.24957], [1.71074, -0.56875, -0.79224], [1.75397, 0.91120, -0.31485], [0.65587, 1.23615, 0.65897], [0.12003, -0.02766, 1.18839], [-1.86968, 1.04266, 0.75079], [-2.62677, 1.52079, -1.03340], [-3.42289, 0.04800, -0.02868], [-0.77962, -0.06668, -1.34401], [-1.31353, -1.66378, 0.93725], [1.07207, -2.06617, 0.77760], [1.25086, -0.40726, -1.80192], [2.53012, -1.11593, -1.10466], [2.76740, 0.99076, 0.10567], [1.73814, 1.57026, -1.19875], [-0.11507, 1.66911, 0.09586], [0.36213, -0.40316, 2.31281]],
  "forces_ev_per_angstrom": [[1.6, 0.4, 0.5], [-1.9, 1.7, 0.3], [2.1, -0.8, 1.3], [0.0, -2.5, 1.3], [-5.2, 2.5, -0.6], [1.9, 0.1, 0.0], [-0.8, -0.6, -1.4], [2.6, -2.0, 1.2], [-2.4, -0.7, -2.4], [0.2, -2.1, 1.6], [1.2, 1.4, -0.1], [0.3, 0.8, -1.2], [0.0, 0.0, -0.2], [-0.5, 1.2, -0.8], [-0.4, -0.8, 0.5], [2.2, -1.0, 0.7], [-0.4, 0.7, 0.6], [-0.2, 0.1, 0.6], [1.0, -0.2, 0.8], [-1.0, 1.7, -2.5]]
}

---

4.
{
  "formula": "C3H5BrFN",
  "method": "ωB97M-V with the def2-TZVPD basis set",
  "relative_energy_ev": 0.368,
  "spin_multiplicity": 1,
  "fmax_ev_per_a": 2.42,
  "e_homo_ev": -9.74,
  "homo_lumo_gap_ev": 10.5,
  "species": ["C", "C", "C", "N", "F", "Br", "H", "H", "H", "H", "H"],
  "xyz": [[0.03167, 0.07080, -0.71756], [1.02969, 0.24559, 0.45796], [-2.09528, -1.09637, -0.19955], [-1.37465, 0.02357, -0.28510], [-3.33270, -0.77147, 0.44372], [2.74787, -0.36659, 0.05647], [0.00411, 0.94698, -1.38290], [0.29292, -0.73618, -1.34626], [0.65510, -0.31123, 1.28731], [1.15260, 1.25756, 0.81073], [-1.88507, 0.92471, -0.00659]],
  "forces_ev_per_angstrom": [[-0.7, 2.3, 0.2], [-1.6, 0.3, -0.3], [-0.4, 0.8, 0.8], [-2.1, 0.1, 1.1], [2.0, 0.1, -1.2], [1.2, -0.5, -0.4], [0.7, -0.1, 0.2], [0.0, -1.3, -0.3], [-0.2, -0.6, 0.5], [-0.2, 0.4, -0.2], [1.3, -1.5, -0.4]]
}